[1]
68
Properties=species:S:1:pos:R:3:forces:R:3:nbo_charge:R:1 method="wB97M-V/def2-TZVPD" e_tot_ev=-252811.7128 molar_mass_g_mol=1098.87 charge=-2 e_lumo_ev=3.82 gap_ev=6.981 e_above_lowest_kj_mol=76.4 e_homo_ev=-3.2
Zn 1.36700 1.85838 -2.27953 -0.1 -0.2 0.2 1.714
O 3.75924 3.06603 0.64781 0.2 0.1 0.1 -0.666
C 2.87087 2.71698 -0.11189 -0.1 0.0 -0.1 0.760
O 3.00877 2.09678 -1.22235 -0.2 -0.1 -0.2 -0.872
C 1.43463 3.08232 0.28105 0.0 -0.1 0.0 0.129
C 1.18084 3.88161 1.38347 0.0 0.0 0.1 -0.220
C -0.12926 4.23368 1.65477 0.0 0.0 0.1 -0.165
C -1.14427 3.76634 0.83418 -0.1 -0.1 0.0 -0.260
C -0.80588 2.95357 -0.23239 0.0 -0.1 0.1 0.069
N 0.45360 2.63041 -0.49459 0.3 0.1 -0.2 -0.534
H 2.01553 4.20728 1.98645 0.0 0.0 0.0 0.243
H -0.36147 4.85998 2.50708 0.0 0.0 0.0 0.207
H -2.18072 4.01194 1.02144 0.0 0.0 0.0 0.212
H -1.55192 2.53464 -0.89713 0.0 0.0 0.0 0.205
F -2.94530 -0.44044 2.87826 0.0 -0.1 0.0 -0.324
C -3.09672 -0.94521 1.63951 -0.1 0.0 0.1 0.403
C -2.04194 -1.51686 0.95715 0.0 0.0 -0.2 -0.548
C -2.34804 -2.05611 -0.28463 -0.1 0.0 -0.1 0.408
F -1.40270 -2.67652 -0.99764 0.0 0.0 0.1 -0.296
C -3.61651 -2.01953 -0.84003 0.0 0.0 0.0 0.246
F -3.87336 -2.56777 -2.02995 0.0 0.0 0.1 -0.287
C -4.63632 -1.41469 -0.12857 -0.1 0.0 -0.1 0.276
F -5.87774 -1.36385 -0.63630 0.1 0.0 0.1 -0.300
C -4.37848 -0.87862 1.11787 0.0 0.0 0.0 0.227
F -5.38105 -0.31453 1.81376 0.1 0.0 0.0 -0.306
Ge -0.11272 -1.64043 1.47977 0.0 0.0 0.2 1.315
S 1.28358 -0.74890 0.22913 0.1 0.0 0.0 -0.786
C 0.01980 -0.88059 3.33618 0.1 0.0 -0.1 -0.527
C 0.62875 -1.48459 4.41659 0.1 -0.1 0.2 0.400
F 1.01197 -2.77683 4.37970 0.0 0.0 -0.1 -0.325
C 0.89507 -0.82094 5.60450 0.0 0.0 0.0 0.231
F 1.48209 -1.45359 6.63404 0.0 0.0 0.0 -0.304
C 0.55103 0.50896 5.72862 0.0 0.1 0.1 0.275
F 0.79556 1.16731 6.87323 0.0 -0.1 -0.1 -0.302
C -0.05410 1.15760 4.66826 0.0 0.0 0.0 0.238
F -0.39605 2.44821 4.79251 0.0 0.0 0.0 -0.301
C -0.29687 0.45613 3.50158 0.0 0.1 0.1 0.418
F -0.87768 1.13957 2.50857 0.1 0.0 -0.1 -0.313
C -0.10776 -3.61897 1.80610 0.1 -0.1 0.0 -0.518
C -1.00051 -4.17291 2.70502 -0.1 -0.1 0.1 0.403
F -1.84944 -3.38668 3.39585 0.0 0.1 -0.1 -0.322
C -1.07641 -5.52715 2.97145 0.0 0.0 0.0 0.228
F -1.95714 -6.02067 3.85729 0.0 0.0 0.0 -0.304
C -0.21866 -6.38573 2.31150 0.0 -0.1 0.0 0.276
F -0.27094 -7.70539 2.55108 0.0 0.1 0.0 -0.302
C 0.69190 -5.87943 1.40599 0.0 0.0 0.0 0.248
F 1.52162 -6.72013 0.77227 0.0 0.0 0.0 -0.299
C 0.73467 -4.51282 1.16505 0.0 -0.1 0.0 0.368
F 1.63890 -4.10983 0.27634 0.0 0.1 0.0 -0.282
C -0.23155 3.61442 -5.01689 -0.2 0.0 -0.1 -0.902
S 1.37420 3.77345 -4.30020 0.3 -0.1 0.1 2.402
O 2.09528 4.73987 -5.09231 0.0 0.0 0.0 -0.987
O 1.15092 4.12519 -2.88856 -0.1 0.0 -0.2 -1.053
O 1.94024 2.39849 -4.33086 -0.1 0.1 0.1 -1.093
H -0.62614 4.61563 -5.17317 0.0 0.0 0.0 0.226
H -0.86354 3.04528 -4.33925 0.0 0.0 0.0 0.244
H -0.13318 3.08348 -5.96070 0.0 0.0 0.0 0.238
Cl 4.26976 1.31916 -6.26431 0.0 0.0 -0.1 0.072
C 4.85787 1.06314 -4.61799 0.0 -0.1 0.1 -0.197
Cl 6.38125 0.11252 -4.67642 -0.1 0.0 0.0 0.021
Cl 5.14472 2.58405 -3.80423 0.0 0.1 0.0 0.119
C 3.88080 0.26801 -3.87139 0.3 0.2 -0.1 0.216
N 3.15975 -0.39336 -3.27839 -0.2 -0.2 0.1 -0.224
N -0.12872 0.72579 -2.95149 0.3 0.2 0.1 -0.793
C -0.70037 -0.10427 -3.53746 0.0 0.3 -0.1 0.629
N -1.41903 -1.00602 -4.06484 -0.2 -0.5 0.4 -0.691
C -1.62358 -1.22391 -5.33473 0.0 0.2 -0.2 0.460
N -1.88416 -1.47900 -6.43523 0.0 -0.1 -0.2 -0.523


[2]
126
Properties=species:S:1:pos:R:3:forces:R:3:lowdin_charge:R:1 method="wB97M-V/def2-TZVPD" e_tot_ev=-63922.0182 molar_mass_g_mol=692.97 e_lumo_ev=0.53 smiles=COCCNCCOC.COCCNCCOC.COCCNCCOC.COCCNCCOC.CO.CO.CO.CO.CO gap_ev=8.611 e_above_lowest_kj_mol=1718.4 e_homo_ev=-8.1
C 4.72041 0.84060 0.37848 0.7 -0.6 -1.0 -0.071
O 3.50841 0.40160 -0.32152 1.8 -2.4 3.9 -0.112
H 5.56741 0.13160 0.28148 -0.3 0.3 -1.3 0.083
H 4.67841 0.70360 1.43348 -1.2 0.8 1.1 0.060
H 5.01241 1.86360 0.03548 -0.3 -0.9 0.6 0.106
H 3.40741 1.01760 -0.96552 -0.8 2.9 -3.5 -0.016
C 4.09241 -3.10140 0.04748 6.7 -1.2 0.6 -0.197
O 3.99941 -4.35240 0.66248 -1.6 0.2 1.6 -0.145
H 5.03941 -3.09140 -0.63952 -1.2 0.2 1.5 0.125
H 3.97241 -2.13440 0.45748 0.3 0.9 2.0 0.044
H 3.40141 -3.12340 -0.58752 -6.0 0.3 -5.9 -0.025
H 2.97941 -4.38340 0.94748 3.1 0.0 -0.3 0.043
C -0.62459 3.02760 2.08648 -2.4 -1.7 0.2 -0.177
O 0.54141 2.56060 1.42948 0.0 3.5 -0.1 -0.125
H -1.05659 2.04460 2.64648 0.5 2.8 -0.7 0.097
H -1.46559 3.35360 1.36348 1.3 -0.7 0.6 0.071
H -0.53459 3.96960 2.72248 0.7 -1.6 -0.4 0.091
H 0.61341 1.63560 1.41948 -0.1 -2.3 0.1 -0.008
C -0.04959 -3.54740 -2.38752 -8.5 4.1 2.3 -0.153
O -0.02959 -2.22240 -2.88952 2.4 -0.3 -0.9 -0.148
H -0.73659 -4.14240 -3.01252 -0.4 0.1 0.9 0.095
H -0.20159 -3.54840 -1.20952 -0.7 0.0 -2.3 0.117
H 0.74841 -3.99340 -2.41152 9.1 -4.4 -0.9 -0.042
H 0.86141 -2.17340 -3.39052 -2.0 0.6 0.7 0.066
C 0.23341 -0.71840 -0.09452 2.4 4.1 -0.5 -0.097
O 1.12941 -0.28140 0.90348 1.6 2.6 2.1 -0.178
H -0.36259 -1.34340 0.37548 -3.6 -2.9 1.4 0.029
H 1.00841 -1.12040 -0.56752 1.5 -3.2 -4.0 0.036
H -0.12259 0.11760 -0.68252 -0.9 0.0 0.0 0.095
H 1.98341 -0.00040 0.43948 -1.1 -0.3 1.0 0.077
C 1.98241 2.75760 5.18648 -1.4 -2.9 -0.8 -0.087
O 1.41841 1.58260 5.70948 -0.4 -0.6 0.5 -0.192
C 0.79541 0.69860 4.77148 -0.1 -0.9 1.2 -0.129
C 1.89441 -0.36340 4.26548 -7.7 -4.3 8.4 -0.128
N 1.10841 -1.42840 3.62848 1.3 0.5 -1.0 -0.073
C 1.90741 -2.55440 3.20548 1.0 -2.2 1.5 -0.212
C 0.98041 -3.45940 2.47148 2.4 -0.4 -1.6 -0.168
O 1.83741 -4.43540 1.81548 -2.1 -2.0 0.7 -0.206
C 1.17141 -5.67240 1.44948 -0.2 -0.8 1.9 -0.050
H 2.76041 2.53060 4.53048 0.4 -0.5 -2.9 0.079
H 2.63041 3.21960 5.78448 1.7 1.9 4.1 0.046
H 1.17641 3.35760 4.95448 -1.1 1.8 -1.5 0.074
H 0.13841 1.26360 3.95848 1.9 -1.2 1.3 0.125
H 0.04141 0.08560 5.39748 1.1 1.0 -1.0 0.130
H 2.73941 -0.71740 4.96148 -2.2 0.1 0.3 0.167
H 2.43741 0.01360 3.68148 7.5 6.0 -9.4 -0.025
H 0.83041 -0.99240 2.70848 0.1 -0.5 1.1 0.096
H 2.23341 -3.31640 4.04348 -0.3 2.0 -0.7 0.158
H 2.84741 -2.40540 2.66548 -0.2 0.6 -0.3 0.120
H 0.47141 -2.98840 1.68348 -1.2 0.9 -0.9 0.105
H 0.34441 -3.81740 3.21648 -1.4 -1.5 0.5 0.085
H 0.69641 -6.23240 2.29648 0.6 0.9 0.0 0.106
H 1.76741 -6.44840 0.98248 1.1 0.6 0.0 0.095
H 0.36641 -5.54640 0.79548 -1.3 0.9 -1.3 0.058
C -7.57059 9.60560 -5.61652 -3.1 2.5 -4.7 -0.175
O -7.04459 8.33860 -5.54352 -0.2 0.3 -2.1 -0.183
C -6.01559 8.20360 -4.65752 2.7 -1.9 -0.8 -0.257
C -5.60459 6.71860 -4.58152 -0.5 -4.4 -4.0 -0.281
N -4.61559 6.38060 -3.61552 -0.3 -1.2 3.0 -0.090
C -4.28559 4.86960 -3.62052 -1.9 4.1 5.2 -0.138
C -3.41559 4.52660 -2.41052 -3.2 -3.8 -4.2 -0.206
O -3.22459 3.13460 -2.50652 0.8 0.2 0.1 -0.150
C -2.38759 2.67860 -1.43552 -0.4 -0.5 -3.3 -0.073
H -8.03859 9.93660 -4.73852 -0.6 0.2 1.6 0.049
H -8.43959 9.60660 -6.47652 1.6 -0.7 2.3 0.131
H -7.14659 10.59860 -6.08752 1.2 -2.2 1.0 0.110
H -6.47459 8.31760 -3.71752 0.3 1.4 1.9 0.105
H -5.05159 8.76660 -4.99752 -1.8 -0.4 1.2 0.167
H -5.06759 6.24560 -5.61252 -1.6 1.9 2.0 0.166
H -6.53459 5.89860 -4.50452 1.5 2.5 -0.1 0.161
H -5.10559 6.50360 -2.67852 1.1 0.1 -1.2 0.130
H -4.13359 4.60560 -4.54752 2.6 -1.4 -4.8 0.061
H -5.11159 4.29460 -3.41952 -3.0 -1.1 0.5 0.086
H -3.79659 4.82960 -1.53152 -1.9 0.9 3.2 0.098
H -2.65859 5.06460 -2.62852 6.5 3.2 -0.7 0.061
H -3.02159 2.65260 -0.66152 -1.6 1.1 4.0 0.031
H -1.45859 3.20860 -1.40352 0.5 0.1 0.5 0.096
H -2.35359 1.62460 -1.55052 1.2 -1.1 -0.8 0.081
C 2.52541 3.24160 -2.93352 -3.0 -0.2 0.2 -0.105
O 2.99641 1.88060 -2.81952 -1.1 -0.4 -0.9 -0.226
C 2.21641 0.88760 -3.61052 0.0 0.9 -0.1 -0.145
C 2.96741 -0.41240 -3.70252 -0.5 -0.9 4.8 -0.229
N 2.36641 -1.44640 -4.44852 -1.7 -0.3 -1.0 -0.091
C 3.15941 -2.58540 -4.54052 4.2 -5.6 2.1 -0.287
C 2.64641 -3.67140 -5.45352 -5.0 2.8 -2.8 -0.340
O 3.39041 -4.79240 -5.40152 0.3 -1.3 -0.2 -0.155
C 2.88441 -5.89340 -6.12752 0.8 -3.8 2.3 -0.109
H 3.31441 3.91160 -2.82552 1.8 0.7 1.1 0.044
H 1.71241 3.43660 -2.10652 1.4 -0.2 -1.7 0.120
H 2.15741 3.67660 -3.94152 0.0 -1.8 1.1 0.111
H 2.20541 1.36060 -4.60652 -0.8 -0.3 0.2 0.124
H 1.20141 0.59560 -3.16552 1.1 1.1 -0.7 0.149
H 2.98141 -0.83740 -2.59152 0.5 0.9 -2.0 0.161
H 3.92741 -0.42240 -4.07452 2.7 1.3 -0.2 0.097
H 2.35641 -1.14340 -5.39352 -0.8 0.6 -1.2 0.121
H 3.33841 -3.21140 -3.53452 -0.9 1.8 -1.4 0.165
H 4.30941 -2.63340 -4.87152 -1.9 1.6 0.5 0.166
H 2.47541 -3.10840 -6.56752 1.1 -1.6 2.0 0.170
H 1.50441 -3.87740 -5.28352 1.8 0.1 0.3 0.141
H 3.11841 -7.01540 -5.56052 -0.8 3.5 -1.1 0.164
H 3.38441 -6.02640 -7.01452 2.0 0.0 -2.1 0.035
H 1.89241 -5.94140 -6.53652 -1.2 0.8 1.0 0.072
C -3.41059 0.63060 1.37148 10.8 -0.5 5.3 -0.021
O -3.24359 0.06060 2.72148 0.3 -1.5 0.0 -0.228
C -2.37059 -1.11640 2.88048 -2.3 0.7 0.4 -0.149
C -2.37459 -1.59540 4.39148 -2.7 2.0 -4.2 -0.298
N -1.37959 -2.49640 4.50448 3.4 -3.9 3.3 -0.081
C -1.37759 -2.89240 5.96148 -0.2 -3.1 -3.5 -0.148
C -0.24959 -3.92840 6.08848 -2.1 -0.5 -0.1 -0.250
O -0.12659 -4.30740 7.40148 0.8 -1.6 2.5 -0.161
C 0.96141 -5.21640 7.78248 1.0 4.0 -3.8 -0.044
H -3.80759 1.41860 1.72548 -3.5 6.1 0.9 0.020
H -3.83959 0.05160 0.76948 -3.6 -4.6 -5.1 0.012
H -2.22159 0.93660 1.08848 -3.2 -0.8 -0.1 0.135
H -1.37259 -0.75940 2.54248 -0.4 -1.0 0.1 0.101
H -2.89059 -1.97040 2.41548 1.0 0.3 -1.0 0.122
H -3.37759 -2.07840 4.66148 1.1 0.8 -0.5 0.150
H -2.29059 -0.66340 4.84348 0.2 1.8 2.0 0.084
H -0.32859 -2.35540 4.26248 -2.8 1.3 0.2 0.094
H -2.43159 -3.08140 6.32748 1.0 -1.3 -0.8 0.142
H -1.21159 -2.14740 6.57048 1.7 4.7 3.0 0.049
H 0.67241 -3.72840 5.58248 1.0 1.2 0.1 0.095
H -0.63559 -4.68440 5.45848 -0.4 -1.9 -0.6 0.104
H 0.95141 -6.18140 7.36448 -0.2 -1.1 -1.4 0.068
H 1.08141 -5.38540 8.76648 -0.7 0.1 3.8 0.033
H 1.90741 -4.61340 7.53848 -0.9 -1.3 -0.2 0.117